Here is a structure of composition H15NaO8 from the OMol25 dataset. Energies are from ωB97M-V/def2-TZVPD.

Structure (ORCA input):
```
! wB97M-V def2-TZVPD RIJCOSX def2/J DEFGRID3
* xyz 0 1
Na 2.26097 1.42028 0.87410
O 0.27016 -0.11908 -0.29070
H -0.05313 -0.37534 0.59493
O 0.85375 0.54354 -2.69179
H 0.51851 -0.11324 -3.30211
H 0.49612 0.28619 -1.84202
O -0.46198 -2.61594 -0.49863
H -0.49184 -2.87936 -1.41838
H -0.19591 -1.69673 -0.52077
O -2.10170 -1.82482 1.54843
H -1.41242 -2.32986 1.11709
H -2.48462 -1.29525 0.84903
O 0.04002 2.52461 -0.15089
H 0.03371 1.57247 -0.05274
H -0.87395 2.75469 -0.31810
O -2.32131 0.63970 -0.53537
H -1.36830 0.57597 -0.47265
H -2.49423 0.73682 -1.47180
O 3.05072 -0.69887 -0.47377
H 2.09742 -0.68400 -0.38873
H 3.37301 -0.46805 0.39748
O 0.67457 1.22621 2.74451
H 0.67122 2.06476 3.20609
H -0.08076 0.75539 3.09669
*
```

E_HOMO ... -10.16 eV
LUMO energy ... -1.13 eV
Kohn-Sham gap ... 9.03 eV
ΔE to the lowest compared entry with this formula, charge and spin ... 17.5 kcal per mole

Now the Mulliken charges, all in e: 0.764 -1.216 0.117 -0.703 0.303 0.434 -0.708 0.292 0.521 -0.665 0.349 0.306 -0.654 0.426 0.319 -0.636 0.284 0.311 -0.642 0.499 0.267 -0.562 0.304 0.288